1.
11 unconnected molecules or ions with the total composition C36H101N7O15 at a distorted geometry. Source: OMol25; level of theory: wB97M-V/def2-TZVPD.

Values from the calculation:
E_LUMO = 0.275 eV
E_HOMO = -9.264 eV
calculated total energy = -80106.1684 eV
F_max = 2.31 eV Å⁻¹
structure (SMILES) = COC[C@H](C)N.COC[C@H](C)N.COC[C@H](C)N.COC[C@H](C)N.COC[C@H](C)N.COC[C@H](C)N.COC[C@H](C)N.OCCO.OCCO.OCCO.OCCO
charge = 0

CARTESIAN COORDINATES (ANGSTROEM)
C 10.089 24.306 19.412
O 10.410 23.323 20.374
C 10.190 23.680 21.712
C 10.160 22.474 22.616
C 9.663 22.834 24.008
N 11.352 21.653 22.700
H 10.466 25.293 19.704
H 8.998 24.449 19.422
H 10.398 24.039 18.408
H 10.872 24.471 22.063
H 9.239 24.230 21.713
H 9.322 21.851 22.256
H 9.550 21.894 24.554
H 8.637 23.210 23.982
H 10.315 23.567 24.485
H 11.112 20.735 23.049
H 11.784 21.502 21.794
C 7.648 14.854 24.061
O 7.727 15.544 22.820
C 7.720 16.960 22.887
C 8.950 17.495 23.635
C 9.070 18.983 23.489
N 10.175 16.906 22.981
H 7.535 13.802 23.818
H 6.744 15.236 24.553
H 8.500 15.029 24.724
H 7.783 17.266 21.843
H 6.810 17.360 23.348
H 8.903 17.187 24.680
H 9.688 19.523 24.214
H 8.142 19.570 23.565
H 9.430 19.324 22.512
H 9.822 15.949 22.871
H 10.204 17.220 22.012
C 9.822 31.236 23.324
O 11.034 30.655 22.882
C 10.842 29.385 22.301
C 12.019 28.967 21.427
C 12.317 29.991 20.358
N 11.760 27.637 20.855
H 9.117 31.294 22.486
H 10.022 32.264 23.618
H 9.418 30.633 24.143
H 10.899 28.668 23.133
H 9.859 29.212 21.854
H 12.877 28.750 22.078
H 12.532 30.949 20.837
H 11.483 30.185 19.681
H 13.219 29.752 19.788
H 11.895 26.946 21.587
H 12.459 27.430 20.150
C 9.745 26.648 24.795
O 9.065 27.203 23.691
C 7.921 26.514 23.205
C 6.748 27.512 23.130
C 6.414 28.047 24.527
N 5.548 26.825 22.618
H 10.813 26.871 24.848
H 9.553 25.580 24.906
H 9.312 27.186 25.654
H 8.180 25.977 22.294
H 7.589 25.814 23.982
H 7.052 28.337 22.476
H 5.682 28.847 24.614
H 7.365 28.437 24.903
H 6.113 27.194 25.140
H 4.730 27.172 23.093
H 5.503 27.009 21.624
C 13.054 25.028 17.431
O 11.816 25.122 16.708
C 11.393 26.447 16.589
C 10.127 26.578 15.740
C 10.023 28.012 15.251
N 8.877 26.295 16.503
H 12.770 25.233 18.468
H 13.815 25.751 17.132
H 13.398 24.011 17.271
H 11.241 26.946 17.565
H 12.166 27.091 16.135
H 10.260 25.954 14.854
H 10.218 28.728 16.055
H 9.021 28.217 14.873
H 10.712 28.196 14.426
H 8.795 25.340 16.840
H 9.090 26.870 17.318
C 2.965 22.297 19.329
O 4.302 22.059 18.963
C 5.301 22.818 19.624
C 5.327 22.471 21.104
C 6.324 23.280 21.930
N 5.347 21.026 21.392
H 2.810 23.354 19.579
H 2.745 21.720 20.238
H 2.300 21.977 18.532
H 6.248 22.635 19.118
H 5.073 23.887 19.517
H 4.372 22.745 21.569
H 6.162 23.016 22.977
H 6.170 24.351 21.809
H 7.370 23.038 21.711
H 6.311 20.687 21.351
H 4.946 20.568 20.574
C 9.033 19.729 27.321
O 9.688 18.486 27.188
C 8.853 17.370 27.390
C 9.676 16.157 27.749
C 8.770 14.938 27.917
N 10.235 16.341 29.119
H 8.797 19.947 28.364
H 8.078 19.665 26.778
H 9.548 20.532 26.802
H 8.067 17.590 28.128
H 8.200 17.201 26.520
H 10.534 16.106 27.074
H 9.284 14.030 28.235
H 8.373 14.617 26.938
H 7.925 15.099 28.579
H 11.153 15.946 29.278
H 10.383 17.343 29.252
O 13.035 17.345 23.357
C 13.356 18.595 23.970
C 14.883 18.727 24.214
O 15.448 19.600 23.261
H 12.054 17.321 23.357
H 13.003 19.407 23.331
H 12.834 18.786 24.915
H 15.381 17.756 24.121
H 15.038 18.995 25.258
H 15.247 19.318 22.369
O 8.876 23.475 15.727
C 8.291 23.082 14.508
C 8.157 24.322 13.599
O 7.233 25.210 14.188
H 9.451 22.772 16.083
H 8.935 22.349 13.994
H 7.376 22.486 14.590
H 7.769 23.900 12.672
H 9.154 24.751 13.509
H 7.702 25.784 14.815
O 11.731 19.965 28.985
C 12.773 20.752 28.434
C 12.242 21.921 27.635
O 11.832 21.422 26.353
H 11.228 19.610 28.237
H 13.335 21.184 29.265
H 13.484 20.162 27.850
H 12.924 22.775 27.611
H 11.300 22.226 28.108
H 11.340 22.114 25.899
O 8.497 19.859 18.739
C 9.245 21.062 18.923
C 10.464 21.063 18.022
O 9.981 21.138 16.682
H 8.257 19.817 17.805
H 8.626 21.945 18.741
H 9.483 21.087 19.981
H 11.056 20.159 18.200
H 11.157 21.877 18.257
H 10.701 20.877 16.096

2.
10 unconnected molecules or ions with the total composition C36H101N9O10 at a distorted geometry. Source: OMol25; level of theory: wB97M-V/def2-TZVPD.

Values from the calculation:
E_LUMO (spin up / spin down) = -2.877 / -8.194 eV
expectation value of S² = 0.754
E_HOMO (spin up / spin down) = -10.291 / -10.291 eV
calculated total energy = -72836.8753 eV
2S+1 = 2
F_max = 5.90 eV Å⁻¹
charge = +1

CARTESIAN COORDINATES (ANGSTROEM)
C 3.272 0.546 0.071
C 2.173 -0.553 0.306
C 0.732 -0.052 0.305
O 0.673 1.339 0.532
C -0.603 1.941 0.398
N 2.365 -1.645 -0.677
H 3.254 1.305 0.853
H 3.059 1.022 -0.885
H 4.279 0.129 0.052
H 2.350 -0.920 1.317
H 0.015 -0.676 0.837
H 0.349 -0.259 -0.694
H -0.579 3.024 0.521
H -1.313 1.619 1.160
H -1.011 1.665 -0.574
H 1.774 -1.358 -1.444
H 1.959 -2.455 -0.231
C -5.371 4.734 5.142
C -6.112 4.182 3.853
C -5.919 2.678 3.420
O -4.462 2.380 3.256
C -3.960 1.240 2.473
N -7.535 4.277 4.179
H -5.533 4.075 5.996
H -5.803 5.700 5.401
H -4.291 4.727 4.992
H -5.823 4.734 2.959
H -6.423 2.438 2.484
H -6.362 2.092 4.225
H -2.881 1.096 2.538
H -4.162 1.570 1.454
H -4.422 0.283 2.717
H -8.069 3.613 3.637
H -7.576 3.833 5.086
C 6.315 0.822 2.163
C 6.736 -0.197 3.369
C 8.221 0.085 3.901
O 8.369 1.501 4.138
C 9.475 1.902 4.682
N 5.863 0.031 4.538
H 7.193 1.008 1.544
H 5.938 1.758 2.576
H 5.645 0.247 1.524
H 6.664 -1.215 2.986
H 8.947 -0.238 3.155
H 8.312 -0.420 4.863
H 10.386 1.620 4.156
H 9.623 1.438 5.657
H 9.488 2.986 4.799
H 4.953 0.347 4.233
H 6.219 0.606 5.288
C -1.101 -4.941 -1.982
C -1.116 -3.578 -2.722
C -0.451 -3.612 -4.088
O -1.337 -4.158 -5.113
C -1.015 -4.100 -6.471
N -2.475 -3.061 -2.687
H -0.280 -5.612 -2.236
H -1.955 -5.492 -2.376
H -1.058 -4.872 -0.895
H -0.521 -2.896 -2.113
H 0.419 -4.220 -3.840
H -0.053 -2.622 -4.309
H -0.043 -4.573 -6.608
H -0.765 -3.142 -6.927
H -1.857 -4.342 -7.120
H -2.662 -2.778 -3.638
H -3.064 -3.878 -2.614
C -2.224 4.492 -3.464
C -1.140 5.601 -3.770
C 0.309 5.252 -3.754
O 0.664 4.540 -2.579
C 2.036 4.175 -2.406
N -1.606 6.221 -5.027
H -3.219 4.928 -3.372
H -2.065 4.091 -2.463
H -2.285 3.644 -4.146
H -1.265 6.306 -2.949
H 0.936 6.132 -3.900
H 0.518 4.744 -4.696
H 2.464 4.672 -1.536
H 2.588 4.608 -3.241
H 2.134 3.089 -2.396
H -2.521 6.647 -5.004
H -1.505 5.466 -5.689
C 2.787 -4.003 -5.517
C 4.028 -3.191 -4.922
C 3.489 -2.093 -3.954
O 4.482 -1.000 -4.119
C 4.099 0.176 -3.340
N 5.002 -4.049 -4.286
H 2.118 -3.500 -6.215
H 2.191 -4.588 -4.817
H 3.200 -4.870 -6.033
H 4.577 -2.607 -5.661
H 3.428 -2.422 -2.916
H 2.480 -1.736 -4.157
H 3.033 0.313 -3.518
H 4.746 0.975 -3.704
H 4.271 0.005 -2.278
H 5.664 -3.513 -3.743
H 5.588 -4.662 -4.834
C -6.608 3.399 -2.919
C -6.931 3.627 -1.432
C -5.782 3.523 -0.462
O -4.697 4.515 -0.718
C -3.773 4.750 0.355
N -7.467 4.994 -1.314
H -6.175 2.400 -2.958
H -5.882 4.126 -3.282
H -7.494 3.482 -3.549
H -7.748 2.951 -1.182
H -5.492 2.473 -0.457
H -6.121 3.648 0.567
H -4.298 5.250 1.169
H -3.028 5.387 -0.123
H -3.374 3.773 0.626
H -6.584 5.467 -1.184
H -7.802 5.389 -2.181
C 1.301 -4.712 3.469
C 1.836 -3.586 2.537
C 3.284 -3.326 2.534
O 3.946 -3.312 3.725
C 3.586 -2.042 4.377
N 1.443 -3.921 1.146
H 1.807 -5.668 3.340
H 0.213 -4.654 3.458
H 1.475 -4.498 4.524
H 1.231 -2.702 2.738
H 3.436 -2.391 1.996
H 3.619 -4.151 1.905
H 2.545 -2.098 4.698
H 3.801 -1.238 3.673
H 4.126 -1.740 5.274
H 1.642 -4.846 0.791
H 0.440 -3.894 1.026
C -3.272 -4.261 1.437
C -2.906 -2.761 1.504
C -2.227 -2.307 2.793
O -3.091 -2.418 3.941
C -2.866 -1.622 5.047
N -2.305 -2.293 0.256
H -4.057 -4.401 2.181
H -2.563 -5.074 1.592
H -3.719 -4.576 0.494
H -3.873 -2.274 1.378
H -1.930 -1.280 2.576
H -1.290 -2.848 2.921
H -3.001 -0.544 4.957
H -1.822 -1.731 5.340
H -3.538 -1.883 5.865
H -2.405 -3.012 -0.446
H -2.886 -1.600 -0.194
O 3.978 -4.302 -1.093
H 3.154 -4.403 -0.616
H 4.088 -3.355 -1.184

3.
16 unconnected molecules or ions with the total composition C36H101NO16 at a distorted geometry. Source: OMol25; level of theory: wB97M-V/def2-TZVPD.

Values from the calculation:
E_LUMO = 0.515 eV
E_HOMO = -8.630 eV
calculated total energy = -73208.3040 eV
F_max = 9.78 eV Å⁻¹
charge = 0

CARTESIAN COORDINATES (ANGSTROEM)
C -1.253 1.567 1.676
C -0.577 0.556 2.423
C 0.033 -0.238 3.750
N 1.371 0.290 4.217
C 1.396 1.795 4.364
C 2.435 2.541 3.285
O 2.081 2.290 1.877
C 2.713 1.070 1.351
H -1.795 2.423 1.059
H -0.772 -0.349 4.621
H 0.230 -1.356 3.380
H 1.462 -0.072 5.214
H 0.347 2.312 4.382
H 1.882 2.014 5.432
H 2.476 3.706 3.539
H 3.514 2.124 3.517
H 3.572 1.248 0.577
H 1.918 0.375 0.805
H 3.166 0.389 2.220
C 3.463 -3.629 4.630
C 4.546 -3.117 3.703
O 3.995 -2.193 2.777
H 2.666 -4.116 4.057
H 3.871 -4.347 5.347
H 3.001 -2.803 5.180
H 4.990 -3.942 3.139
H 5.340 -2.617 4.267
H 3.610 -1.459 3.287
C 4.440 -7.916 2.978
C 4.069 -8.095 4.435
O 3.471 -6.907 4.933
H 5.135 -7.078 2.858
H 4.906 -8.822 2.580
H 3.554 -7.682 2.378
H 4.959 -8.306 5.034
H 3.364 -8.922 4.562
H 2.677 -6.732 4.400
C -4.941 0.994 0.572
C -5.393 2.161 1.425
O -5.176 3.381 0.733
H -3.879 1.089 0.322
H -5.098 0.045 1.093
H -5.490 0.971 -0.375
H -4.827 2.193 2.361
H -6.457 2.080 1.669
H -5.689 3.346 -0.092
C 6.461 3.536 -0.508
C 6.990 2.500 0.462
O 6.461 2.735 1.759
H 6.732 4.544 -0.180
H 6.863 3.371 -1.512
H 5.368 3.500 -0.555
H 8.081 2.554 0.523
H 6.711 1.489 0.147
H 5.492 2.677 1.696
C 4.479 1.364 -3.769
C 4.032 0.445 -2.651
O 3.554 1.211 -1.555
H 5.268 2.038 -3.421
H 4.855 0.790 -4.620
H 3.649 1.994 -4.107
H 4.869 -0.167 -2.301
H 3.234 -0.223 -2.988
H 2.806 1.744 -1.874
C -1.179 -5.596 5.163
C 0.081 -6.327 4.746
O 0.894 -5.477 3.951
H -1.742 -5.268 4.284
H -1.819 -6.240 5.773
H -0.933 -4.697 5.738
H -0.168 -7.212 4.154
H 0.657 -6.647 5.620
H 1.117 -4.697 4.489
C 7.144 -1.550 0.565
C 7.787 -2.490 -0.434
O 8.392 -1.746 -1.481
H 6.388 -0.927 0.075
H 6.669 -2.109 1.376
H 7.888 -0.871 0.993
H 7.036 -3.152 -0.875
H 8.553 -3.108 0.046
H 9.063 -1.167 -1.079
C -6.193 6.135 2.460
C -7.301 7.138 2.219
O -8.467 6.755 2.933
H -6.504 5.134 2.143
H -5.288 6.413 1.913
H -5.954 6.070 3.527
H -7.552 7.183 1.155
H -7.002 8.139 2.545
H -8.236 6.726 3.877
C -9.532 0.235 -1.466
C -8.512 -0.595 -0.714
O -8.233 0.003 0.543
H -9.162 1.254 -1.619
H -9.755 -0.210 -2.440
H -10.462 0.317 -0.895
H -7.577 -0.656 -1.279
H -8.880 -1.612 -0.546
H -9.068 0.045 1.040
C 4.327 -3.287 -6.612
C 3.875 -2.120 -5.758
O 4.093 -0.899 -6.451
H 5.389 -3.192 -6.862
H 4.170 -4.235 -6.091
H 3.778 -3.309 -7.559
H 4.441 -2.088 -4.823
H 2.811 -2.201 -5.515
H 3.579 -0.934 -7.276
C -9.482 9.445 -1.667
C -8.462 8.615 -0.915
O -8.183 9.213 0.342
H -9.112 10.464 -1.820
H -9.705 9.000 -2.641
H -10.412 9.527 -1.096
H -7.527 8.554 -1.480
H -8.831 7.598 -0.747
H -9.018 9.254 0.839
C -8.215 -5.968 -1.229
C -8.667 -4.801 -0.375
O -8.449 -3.580 -1.067
H -7.153 -5.873 -1.478
H -8.372 -6.916 -0.707
H -8.764 -5.991 -2.176
H -8.101 -4.769 0.560
H -9.731 -4.882 -0.132
H -8.963 -3.616 -1.892
C 3.876 -1.715 -11.349
C 3.430 -2.634 -10.231
O 2.952 -1.869 -9.135
H 4.666 -1.041 -11.001
H 4.252 -2.290 -12.200
H 3.047 -1.085 -11.688
H 4.267 -3.246 -9.882
H 2.632 -3.303 -10.568
H 2.204 -1.336 -9.454
C 5.150 3.309 -6.848
C 3.987 3.712 -7.730
O 3.904 2.843 -8.850
H 6.090 3.345 -7.410
H 5.231 3.972 -5.982
H 5.030 2.280 -6.494
H 4.122 4.732 -8.099
H 3.042 3.666 -7.179
H 3.776 1.940 -8.512
C -2.775 1.644 7.500
C -1.808 0.534 7.856
O -0.694 0.560 6.975
H -3.122 1.535 6.467
H -3.641 1.635 8.167
H -2.286 2.621 7.570
H -2.294 -0.442 7.763
H -1.446 0.643 8.883
H -0.264 1.427 7.072